65
Properties=species:S:1:pos:R:3:forces:R:3 method="wB97M-V/def2-TZVPD" e_above_lowest_ev=2.026 e_tot_ev=-62536.89411 total_charge=+1
Rh -0.54479 0.36597 -0.47013 -0.3939 -0.7037 -0.2938
N 0.29463 3.13612 2.76365 -0.0655 -0.1721 0.0761
C 0.17463 2.03984 1.97664 0.1522 0.1687 0.2651
S -1.30832 1.87710 1.09711 -0.3749 -0.1380 -0.0396
N 1.16760 1.19665 1.95675 -0.0390 -0.0465 -0.3853
N 0.92462 0.16649 1.07444 -0.0467 0.5262 0.3810
C 1.57038 -0.93219 1.27305 -0.0471 -0.1290 -0.2251
C 2.59156 -1.11013 2.33167 -0.0636 0.0238 0.0135
C 3.66199 -0.22650 2.43883 0.1081 -0.0694 -0.0825
C 4.62295 -0.41507 3.41753 0.0017 -0.0090 -0.0115
C 4.51663 -1.47696 4.30582 0.0079 -0.0138 -0.0085
C 3.44300 -2.35001 4.21630 -0.0085 0.0109 -0.0076
C 2.48520 -2.16922 3.22989 -0.0451 0.0565 0.0953
C 1.20165 -2.05473 0.38365 0.1769 0.2287 0.0106
C 1.89134 -3.26026 0.39522 -0.0131 -0.0410 -0.0782
C 1.44885 -4.29811 -0.40861 0.0341 0.0615 0.0082
C 0.34791 -4.08704 -1.21767 0.0231 0.0301 -0.0764
C -0.24331 -2.83432 -1.22477 0.1435 0.0007 -0.0318
N 0.16184 -1.83185 -0.44471 0.0264 -0.0873 0.2722
H -0.52516 3.68289 2.95978 0.0137 0.0444 -0.0573
H 1.02413 3.12694 3.45766 0.0086 -0.0043 -0.0025
H 3.74706 0.59937 1.74646 -0.0334 0.0294 0.0337
H 5.45541 0.27161 3.49042 0.0156 -0.0063 -0.0078
H 5.27280 -1.62565 5.06487 -0.0092 0.0159 0.0211
H 3.34890 -3.17172 4.91326 -0.0010 -0.0011 0.0074
H 1.63761 -2.84153 3.17680 0.0072 -0.0213 -0.0221
H 2.76154 -3.37454 1.02271 -0.0080 -0.0091 0.0256
H 1.96549 -5.24817 -0.40803 -0.0104 -0.0144 0.0113
H -0.04258 -4.86370 -1.85946 0.0040 0.0001 -0.0064
H -1.07012 -2.63160 -1.88767 -0.0484 -0.0186 0.0251
C 2.71904 0.67893 -1.37236 -0.0201 -0.0036 -0.0368
N 1.37537 0.70812 -1.95498 0.0715 -0.5197 -0.1271
C 1.28452 -0.33520 -2.98743 -0.0063 0.1775 -0.1378
C 1.12902 2.02519 -2.55431 0.0580 0.0693 0.1421
C -0.32499 2.35527 -2.63804 -0.1381 -0.1272 -0.0125
C -0.77021 3.25271 -3.61002 0.0542 -0.0352 0.0446
C -2.06815 3.72236 -3.60727 -0.0339 0.0447 -0.0474
C -2.92581 3.31629 -2.59546 -0.0327 0.0209 0.0299
C -2.49691 2.40781 -1.64275 0.1367 0.0578 -0.0716
C -1.21240 1.86695 -1.67552 0.3783 0.3348 -0.0073
H 3.48219 0.85521 -2.14114 0.0019 0.0115 0.0115
H 2.90964 -0.29473 -0.92199 0.0190 -0.0147 -0.0282
H 2.80311 1.44677 -0.60404 -0.0008 -0.0180 0.0143
H 1.98932 -0.13323 -3.80486 0.0005 -0.0153 -0.0005
H 0.27464 -0.36058 -3.39914 0.0027 0.0033 -0.0131
H 1.52528 -1.30550 -2.56009 -0.0058 -0.0071 0.0001
H 1.62117 2.09067 -3.53332 -0.0025 0.0490 0.0064
H 1.59996 2.77054 -1.90658 0.0214 -0.0195 -0.0054
H -0.07258 3.60016 -4.36314 0.0106 -0.0089 -0.0101
H -2.40043 4.41876 -4.36514 0.0031 0.0029 0.0021
H -3.92975 3.72069 -2.54012 -0.0006 -0.0007 0.0088
H -3.17368 2.14206 -0.84563 -0.0144 0.0524 0.0361
C -3.09567 -1.28369 1.65144 0.0141 -0.1051 -0.0238
N -4.03707 -0.56722 0.80160 0.1201 0.0775 0.0677
C -5.26505 -0.07541 1.18969 -0.0600 0.0537 -0.0406
C -5.80774 0.54790 0.11928 -0.0189 -0.0474 0.0783
N -4.89112 0.42879 -0.89729 -0.0454 -0.1482 -0.1058
C -3.80983 -0.25426 -0.48361 0.0138 -0.0670 0.0303
S -2.46341 -0.67455 -1.46019 0.0154 0.4349 0.2365
H -3.44911 -1.22862 2.67673 -0.0123 -0.0081 -0.0016
H -2.11620 -0.81506 1.56898 -0.0379 0.0239 0.0305
H -3.02770 -2.32283 1.33335 -0.0257 -0.0006 -0.0048
H -5.64817 -0.21993 2.18322 0.0168 0.0215 0.0196
H -6.74954 1.05020 -0.00114 -0.0008 0.0094 0.0015
H -4.96112 0.80571 -1.83021 0.0029 -0.0107 0.0044



60
Properties=species:S:1:pos:R:3:forces:R:3 method="wB97M-V/def2-TZVPD" e_above_lowest_ev=2.158 e_tot_ev=-37111.19196 smiles="C#Cc1ccc([C@@H]2C=C(C(=O)NCc3ccccc3)O[C@H](OCC)[C@H]2CCCO)cc1"
C -5.50781 -4.74493 0.82685 0.3271 0.4948 -0.1993
C -4.88920 -3.79075 0.44180 -0.4354 -0.6601 0.2685
C -4.16258 -2.66396 -0.01198 0.2672 0.4424 -0.1563
C -2.80967 -2.77572 -0.32782 -0.0471 0.0059 -0.0008
C -2.10428 -1.67421 -0.76924 -0.1180 0.0066 -0.0924
C -2.72612 -0.43980 -0.90158 -0.1372 -0.1497 -0.1903
C -1.98117 0.79467 -1.36818 0.0190 0.0364 0.2937
C -0.63893 0.46734 -1.93625 0.2307 0.1980 0.0732
C 0.50205 0.75545 -1.31138 -0.6304 -0.0562 -0.0997
C 1.82289 0.39209 -1.90183 0.1760 0.1288 -0.0022
O 1.92344 -0.25221 -2.92970 -0.0759 -0.1453 -0.1092
N 2.87746 0.84978 -1.19445 0.0580 0.2574 0.2511
C 4.23918 0.44413 -1.46169 0.0365 -0.0697 -0.1850
C 4.72938 -0.49377 -0.38813 0.0751 0.0708 0.0040
C 4.07649 -1.70550 -0.19284 0.0445 -0.0013 -0.0009
C 4.47578 -2.56188 0.81599 -0.0718 -0.0498 -0.0496
C 5.53568 -2.21758 1.63906 0.0927 -0.0047 0.0981
C 6.19295 -1.01492 1.44806 0.0724 -0.0507 0.1217
C 5.78777 -0.15418 0.44180 -0.0563 0.0101 -0.1273
O 0.57521 1.37794 -0.08688 0.2635 -0.1640 -0.4713
C -0.63408 1.38823 0.65002 -0.5536 0.3887 0.6286
O -0.93689 0.14171 1.19171 0.0311 0.2509 -0.3423
C -0.17411 -0.26478 2.31208 0.2725 -0.1476 0.2198
C 1.21282 -0.79435 1.95842 -0.3368 0.2214 0.0147
C -1.81998 1.82173 -0.22542 0.2969 -0.0753 -0.0553
C -1.60852 3.24630 -0.76143 -0.2073 -0.0015 0.1578
C -2.26867 4.35010 0.06985 0.4421 -0.1052 0.1680
C -1.60210 4.64548 1.41594 -0.2258 0.4768 -0.3511
O -1.81167 3.65917 2.40003 -0.1871 -0.4171 0.2985
C -4.07901 -0.33558 -0.59614 0.1082 -0.0164 -0.0568
C -4.79447 -1.42917 -0.15365 -0.0073 -0.0431 0.0323
H -6.04722 -5.57982 1.16209 -0.2921 -0.4522 0.1813
H -2.31869 -3.73256 -0.22378 0.0127 -0.0570 0.0059
H -1.05669 -1.77137 -1.00907 0.1019 -0.0074 0.0152
H -2.59137 1.25356 -2.15749 0.0689 0.0057 0.1002
H -0.58553 -0.03621 -2.88816 0.1698 -0.0786 -0.0861
H 2.68413 1.32247 -0.32451 -0.0547 -0.0696 -0.0623
H 4.88045 1.32901 -1.52407 -0.0224 -0.1324 -0.0447
H 4.22141 -0.05771 -2.43402 0.0823 0.1436 0.1072
H 3.25474 -1.97088 -0.84202 -0.1241 -0.0427 -0.0765
H 3.96224 -3.50096 0.96044 -0.0455 -0.0842 0.0058
H 5.84943 -2.88660 2.42672 0.0264 -0.0519 0.0619
H 7.02109 -0.74324 2.08626 0.0601 0.0176 0.0558
H 6.30162 0.78602 0.29786 0.0368 0.1027 -0.0232
H -0.45167 2.11870 1.45212 -0.0368 -0.2194 -0.1976
H -0.09242 0.57083 3.02203 -0.0738 -0.0943 -0.0228
H -0.77064 -1.06079 2.76618 0.0855 0.1232 0.0639
H 1.13243 -1.55670 1.18766 0.0342 -0.1070 -0.0909
H 1.85358 0.00326 1.59251 0.0977 -0.0153 -0.0155
H 1.67315 -1.23227 2.84027 0.0750 -0.0746 0.0965
H -2.70958 1.78654 0.40753 0.0495 0.0207 -0.0150
H -2.02341 3.30720 -1.77009 0.0748 -0.0389 -0.0296
H -0.53838 3.44806 -0.84204 0.0368 0.0456 -0.1042
H -2.24105 5.27377 -0.51237 -0.0833 0.0526 0.0137
H -3.31975 4.09866 0.23977 -0.0984 0.0840 -0.0100
H -1.96360 5.61719 1.78481 0.1434 -0.0812 -0.0613
H -0.51844 4.70991 1.29274 -0.0294 0.0706 -0.0273
H -2.75968 3.55107 2.53509 0.0686 0.0214 0.0213
H -4.58145 0.61563 -0.71119 -0.0417 0.1050 -0.0107
H -5.84516 -1.33859 0.08235 -0.0458 -0.0170 0.0088



63
Properties=species:S:1:pos:R:3:forces:R:3 method="wB97M-V/def2-TZVPD" e_above_lowest_ev=26.424 e_tot_ev=-46409.49023 total_charge=+2
C -6.69376 -0.68774 -4.64563 -0.2138 -0.7770 -0.7770
C -5.27307 0.12526 -4.98545 -0.4008 -1.3467 1.8014
C -4.07463 -0.85392 -4.35438 -1.2808 1.9976 1.4859
O -2.85958 -0.10428 -3.97506 -1.9718 -1.9331 -0.5225
C -2.78732 -0.12388 -2.50595 0.7536 0.3529 3.8638
C -1.39235 0.45383 -1.86797 1.9029 1.1737 0.8128
C -1.55851 1.65546 -0.72008 4.1755 -0.9200 -0.7382
C -0.19551 2.24631 -0.02588 -0.0489 -2.1609 -1.8702
C 1.30939 1.66537 -0.46775 -2.5832 -1.4261 -1.5016
C 1.42724 0.48376 -1.59870 -3.1449 1.7346 1.2838
C 0.06035 -0.15940 -2.31669 0.6617 2.9090 2.5624
C 0.32522 -1.34690 -3.41510 0.2937 -0.1411 0.3216
C -0.65344 -2.65450 -3.27942 0.5668 -0.4041 -0.1370
C -0.77995 -3.27898 -1.76957 -0.9591 -1.8771 -1.2486
O 0.37052 -3.02789 -0.88845 -3.3975 1.7525 2.1018
C -0.24025 -2.46460 0.36073 1.3496 6.1339 3.1260
C -1.23796 -3.33330 1.36096 -0.6460 -0.0946 -0.7283
O 0.02793 -1.19803 0.77988 -1.4093 -8.6076 -3.3840
C 2.64590 2.30490 0.30771 4.1013 1.3663 -1.6835
O 3.78755 2.62254 -0.33668 -7.4948 -2.4250 4.0723
C 2.43308 2.53575 1.95049 -0.7282 0.0452 1.7426
C 3.62457 2.15624 3.01200 -3.9406 1.5804 0.8334
C 3.31911 2.36780 4.61044 -2.3053 0.8234 -2.7466
C 4.41550 1.98225 5.76931 -1.0252 -1.0137 -0.2284
C 5.78527 1.25529 5.19122 0.3908 -0.0445 1.3109
C 5.67788 -0.40586 5.27467 3.0097 -4.0864 2.7285
N 4.58353 -1.13056 4.51251 2.8835 2.6714 -0.3433
O 6.51681 -1.14232 6.04506 -5.1929 4.9225 -4.7556
C 1.83226 2.97461 5.04921 0.2913 -0.5101 -3.0813
C 0.63190 3.35490 3.98197 3.5384 -1.4232 -1.4733
C 0.93184 3.12764 2.38616 2.2497 -1.0066 2.0831
C -0.18276 3.41294 1.17221 -2.2399 3.7433 0.4877
O -0.96440 4.49598 1.16911 4.6847 -7.1349 -0.0541
H -6.49443 -1.84094 -4.43011 -0.2751 2.4302 -0.5390
H -7.43882 -0.67034 -5.57075 1.5432 0.2305 2.1967
H -7.18718 -0.25693 -3.67575 0.9767 -0.6207 -2.0424
H -5.11847 0.28474 -6.13480 -0.5618 0.2328 1.4990
H -5.30186 1.13966 -4.37571 0.5406 -1.9732 -1.7563
H -3.80360 -1.70625 -5.14020 -0.7277 -0.2069 2.1219
H -4.59200 -1.41823 -3.45234 1.4303 0.8355 -1.9178
H -3.69664 0.50406 -2.05424 2.0326 -1.1245 -1.1028
H -2.93022 -1.21832 -2.05587 0.3550 2.0431 -1.4523
H -2.63275 2.06444 -0.39831 2.7327 -1.0055 -0.8328
H 2.52205 0.11013 -1.87201 -2.7382 0.7965 0.5758
H 0.29491 -0.96043 -4.53969 -0.0347 -0.5613 2.4602
H 1.43854 -1.74273 -3.24875 -2.5146 1.0117 -0.2349
H -0.19271 -3.49711 -3.96625 -0.8914 1.7773 1.3098
H -1.75692 -2.46962 -3.66816 2.1466 -0.2089 0.7759
H -0.84315 -4.46313 -1.90388 0.0216 2.5452 0.2891
H -1.81813 -2.95135 -1.34080 2.1274 -0.4100 -0.3838
H -2.35322 -2.92124 1.25362 2.5369 -0.6746 0.0640
H -1.29593 -4.47722 1.08463 0.4200 2.3561 0.6332
H -0.94591 -3.14280 2.48810 -0.2721 -0.4079 -2.5852
H 4.63422 1.74139 2.55250 -2.4079 1.0629 1.1937
H 3.89242 1.15931 6.45772 0.9816 1.8677 -1.4432
H 4.62571 2.89931 6.47581 -0.2807 -1.7188 -1.7223
H 6.65068 1.55040 5.95413 -1.8669 -0.9103 -1.7515
H 6.12459 1.64664 4.14133 -0.8104 -0.9357 1.9492
H 4.91742 -2.06756 4.19196 -0.2335 1.0645 0.7414
H 4.41579 -0.52408 3.65951 -0.1220 -1.1175 1.2589
H 1.63902 3.10198 6.21823 0.3818 -0.2662 -2.9166
H -0.43813 3.75668 4.32585 2.7936 -0.9776 -0.7797
Pb -3.12763 -0.93914 -6.75664 0.8460 0.9916 -0.9526



Short version: HOMO energy = -10.12, -8.45, -12.20 eV, in the order given.